C36H22N3O5OsPS3 | ωB97M-V/def2-TZVPD

Results
HOMO (alpha / beta): -0.24721 / -0.24881 Ha
ΔE to the lowest compared entry with this formula, charge and spin: 86.5 kcal per mole
LUMO (alpha / beta): -2.841 / -2.864 eV
total energy: -96656.954 eV
Kohn-Sham gap (alpha / beta): 3.89 / 3.91 eV

The geometry in XYZ format:
```
71
Properties=species:S:1:pos:R:3:forces:R:3
Os 1.095 -0.993 -0.856 -0.1471 -0.0713 -0.8603
S 1.064 -1.474 1.331 -0.6274 -0.3637 -0.1930
C -0.119 -2.739 1.552 0.7238 0.6406 -0.2884
C -0.485 -3.122 2.840 -0.2869 -0.3495 0.3832
C -1.438 -4.105 3.026 0.3266 0.3995 0.2208
C -1.843 -4.454 4.361 0.0812 -0.0137 -0.1511
N -2.149 -4.722 5.435 -0.0367 0.0129 0.0650
C -2.025 -4.721 1.903 -0.1994 -0.1895 -0.4230
C -1.646 -4.353 0.628 -0.1686 -0.1814 0.1605
C -0.687 -3.352 0.429 0.0951 0.1557 -0.3733
S -0.221 -2.876 -1.167 -0.0736 0.5423 0.0737
C -3.057 -5.712 2.065 0.1585 0.1334 -0.0204
N -3.891 -6.493 2.170 -0.0683 -0.0585 0.0179
H -0.042 -2.634 3.699 0.0077 0.0124 0.0017
H -2.110 -4.830 -0.224 -0.0099 0.0008 -0.0349
O 0.967 -2.056 -4.261 0.0456 -0.0699 -0.0313
S 2.032 -1.314 -3.692 0.0394 0.0869 -0.1234
O 3.096 -0.834 -4.504 -0.0135 0.0695 0.1050
O 2.467 -1.780 -2.351 0.3181 -0.3899 0.2902
C -1.592 -0.087 -2.984 0.4262 -1.2781 0.8875
C -1.872 0.149 -4.296 0.1577 0.3499 0.0489
C -1.887 1.492 -4.683 -0.1032 -0.0882 -0.1572
C -1.628 2.495 -3.763 -0.0164 0.1107 0.1111
C -1.341 2.193 -2.438 -0.0102 0.3216 0.1166
C -1.316 0.862 -2.026 -0.1236 0.0996 -0.1611
P -0.779 0.266 -0.408 -0.3283 0.2124 -0.1925
C -2.237 -0.570 0.299 0.2403 0.0682 0.3589
C -2.389 -0.564 1.687 -0.0745 -0.0963 -0.1209
C -3.438 -1.251 2.280 -0.0057 0.0034 0.0307
C -4.345 -1.945 1.494 -0.0250 -0.0247 0.0280
C -4.204 -1.946 0.114 0.0225 0.0048 0.0479
C -3.153 -1.268 -0.482 -0.1930 -0.0005 -0.2025
C -0.652 1.769 0.605 -0.1210 -0.0672 0.0766
C 0.539 2.152 1.203 0.1061 -0.1220 0.0645
C 0.607 3.326 1.943 0.0135 -0.0248 -0.0249
C -0.519 4.118 2.086 -0.0175 0.0366 0.0123
C -1.722 3.733 1.502 0.0152 0.0027 0.0040
C -1.791 2.563 0.769 0.1269 -0.0260 0.0368
H -2.043 -0.646 -5.007 0.0035 -0.0460 -0.0740
H -2.092 1.748 -5.714 -0.0423 0.0460 -0.0528
H -1.632 3.529 -4.081 0.0183 0.0345 -0.0208
H -1.113 2.984 -1.732 0.0190 0.0843 -0.0643
H -1.680 -0.036 2.311 0.0518 0.0546 0.0260
H -3.539 -1.249 3.356 -0.0149 0.0051 0.0451
H -5.158 -2.490 1.956 -0.0266 -0.0086 0.0290
H -4.909 -2.487 -0.503 -0.0146 0.0021 -0.0171
H -3.041 -1.295 -1.558 0.0262 0.0429 0.0769
H 1.410 1.510 1.125 -0.1509 0.1285 0.0168
H 1.537 3.611 2.415 0.0395 0.0107 0.0171
H -0.469 5.032 2.662 0.0018 0.0185 0.0136
H -2.605 4.345 1.624 -0.0281 0.0218 0.0049
H -2.729 2.254 0.328 -0.0575 -0.0019 -0.0434
O 1.688 2.094 -3.931 0.0561 -0.0422 0.0633
C 1.762 1.316 -3.034 0.1126 0.1957 -0.2144
O 1.206 0.076 -3.090 -0.1336 -0.2776 0.3763
C 2.501 1.617 -1.758 -0.1588 -0.0524 -0.1099
C 3.078 2.893 -1.638 0.0617 -0.0269 0.0310
C 3.842 3.156 -0.544 0.0110 -0.0771 0.0594
C 4.131 2.112 0.364 0.0341 0.1126 -0.0374
C 5.020 2.286 1.454 -0.0509 -0.0299 -0.0551
C 5.344 1.232 2.254 -0.0484 -0.0734 -0.0447
C 4.811 -0.048 1.983 0.0435 0.0957 0.0416
C 3.929 -0.239 0.961 -0.0567 -0.1118 -0.0104
C 3.539 0.847 0.147 0.0446 0.0089 -0.0202
N 2.628 0.657 -0.863 -0.1271 -0.0869 0.1227
H 2.887 3.617 -2.416 -0.0122 0.0027 -0.0088
H 4.271 4.137 -0.384 0.0194 0.0149 0.0121
H 5.450 3.264 1.622 0.0080 0.0405 -0.0036
H 6.029 1.365 3.079 0.0296 -0.0042 0.0364
H 5.113 -0.892 2.587 0.0214 -0.0287 0.0319
H 3.546 -1.226 0.739 0.0660 0.0986 -0.0104
```
Positions in Å, forces in eV/Å.